{
  "formula": "C4H9NO",
  "method": "the ωB97M-V functional and the def2-TZVPD basis",
  "e_tot_ha": -287.71789,
  "smiles": "CN[C@H](C)C=O",
  "total_charge": 0,
  "homo_lumo_gap_ev": 9.27,
  "de_lowest_kj_mol": 300.8,
  "symbols": ["C", "N", "C", "C", "C", "O", "H", "H", "H", "H", "H", "H", "H", "H", "H"],
  "xyz": [[0.894, -0.048, -1.626], [0.585, 0.869, -0.484], [0.427, -0.522, 1.593], [-0.253, 0.428, 0.625], [-1.572, -0.004, -0.042], [-2.098, 0.272, -1.097], [0.953, -1.134, -1.158], [1.545, 0.463, -2.367], [-0.168, -0.261, -2.018], [-0.028, 1.647, -0.840], [1.328, -1.022, 1.113], [-0.193, -1.311, 2.030], [1.044, 0.039, 2.362], [-0.418, 1.278, 1.266], [-2.045, -0.694, 0.643]],
  "nbo_charge": [-0.4622, -0.6309, -0.6364, -0.1835, 0.4480, -0.5170, 0.2054, 0.2321, 0.1952, 0.3555, 0.2269, 0.2211, 0.2310, 0.2327, 0.0820]
}

---

{
  "formula": "C4H9NO",
  "method": "the ωB97M-V functional and the def2-TZVPD basis",
  "e_tot_ha": -287.69959,
  "smiles": "C/C(N)=C(/C)O",
  "total_charge": 0,
  "homo_lumo_gap_ev": 7.44,
  "de_lowest_kj_mol": 348.8,
  "symbols": ["C", "C", "C", "C", "N", "O", "H", "H", "H", "H", "H", "H", "H", "H", "H"],
  "xyz": [[-0.433, -1.206, 1.401], [-0.197, 1.022, -1.647], [-0.060, 0.109, 0.756], [0.383, 0.151, -0.576], [1.618, -0.380, -0.680], [-0.882, 1.173, 1.164], [-1.606, 0.831, 1.709], [2.085, -0.325, -1.588], [1.720, -0.534, 0.454], [0.193, -2.029, 1.053], [-0.307, -1.134, 2.486], [-1.484, -1.464, 1.203], [-0.015, 2.074, -1.406], [0.266, 0.827, -2.618], [-1.280, 0.884, -1.710]],
  "nbo_charge": [-0.6590, -0.6692, 0.0447, 0.2292, -0.8561, -0.7100, 0.4599, 0.4117, 0.4455, 0.2236, 0.2033, 0.1898, 0.2457, 0.2107, 0.2301]
}

---

{
  "formula": "C4H9NO",
  "method": "the ωB97M-V functional and the def2-TZVPD basis",
  "e_tot_ha": -287.81819,
  "smiles": "CCCC(N)=O",
  "total_charge": 0,
  "homo_lumo_gap_ev": 10.68,
  "de_lowest_kj_mol": 37.4,
  "symbols": ["C", "C", "C", "C", "N", "O", "H", "H", "H", "H", "H", "H", "H", "H", "H"],
  "xyz": [[0.341, -1.875, 0.704], [-0.304, -0.514, 0.810], [0.570, 0.692, 0.337], [-0.361, 1.552, -0.468], [-0.317, 1.371, -1.826], [-1.235, 2.257, -0.008], [-0.286, -2.697, 1.021], [1.273, -1.914, 1.274], [0.617, -2.118, -0.293], [-1.310, -0.486, 0.391], [-0.541, -0.321, 1.864], [0.965, 1.255, 1.175], [1.364, 0.264, -0.271], [0.300, 0.776, -2.345], [-1.075, 1.759, -2.363]],
  "nbo_charge": [-0.6067, -0.3896, -0.4975, 0.6815, -0.8352, -0.6182, 0.2166, 0.2029, 0.1960, 0.2145, 0.2094, 0.2364, 0.2034, 0.3890, 0.3975]
}

---

{
  "formula": "C4H9NO",
  "method": "the ωB97M-V functional and the def2-TZVPD basis",
  "e_tot_ha": -287.78183,
  "smiles": "C/N=C(\\C)OC",
  "total_charge": 0,
  "homo_lumo_gap_ev": 10.55,
  "de_lowest_kj_mol": 132.9,
  "symbols": ["C", "O", "C", "N", "C", "C", "H", "H", "H", "H", "H", "H", "H", "H", "H"],
  "xyz": [[-0.783, -0.934, -2.019], [-0.058, 0.189, -1.542], [0.182, 0.243, -0.212], [-0.065, -0.752, 0.528], [0.112, -0.675, 1.965], [0.682, 1.624, 0.118], [-0.120, -1.786, -2.200], [-1.244, -0.610, -2.954], [-1.542, -1.231, -1.291], [1.118, -0.355, 2.270], [-0.615, 0.006, 2.428], [-0.060, -1.669, 2.391], [0.869, 1.771, 1.182], [1.596, 1.838, -0.446], [-0.074, 2.339, -0.219]],
  "nbo_charge": [-0.2583, -0.5113, 0.5827, -0.5227, -0.4340, -0.7012, 0.1836, 0.1868, 0.2011, 0.1837, 0.1890, 0.2031, 0.2208, 0.2388, 0.2378]
}

---

Copy entry 4 word for word.
{
  "formula": "C4H9NO",
  "method": "the ωB97M-V functional and the def2-TZVPD basis",
  "e_tot_ha": -287.78183,
  "smiles": "C/N=C(\\C)OC",
  "total_charge": 0,
  "homo_lumo_gap_ev": 10.55,
  "de_lowest_kj_mol": 132.9,
  "symbols": ["C", "O", "C", "N", "C", "C", "H", "H", "H", "H", "H", "H", "H", "H", "H"],
  "xyz": [[-0.783, -0.934, -2.019], [-0.058, 0.189, -1.542], [0.182, 0.243, -0.212], [-0.065, -0.752, 0.528], [0.112, -0.675, 1.965], [0.682, 1.624, 0.118], [-0.120, -1.786, -2.200], [-1.244, -0.610, -2.954], [-1.542, -1.231, -1.291], [1.118, -0.355, 2.270], [-0.615, 0.006, 2.428], [-0.060, -1.669, 2.391], [0.869, 1.771, 1.182], [1.596, 1.838, -0.446], [-0.074, 2.339, -0.219]],
  "nbo_charge": [-0.2583, -0.5113, 0.5827, -0.5227, -0.4340, -0.7012, 0.1836, 0.1868, 0.2011, 0.1837, 0.1890, 0.2031, 0.2208, 0.2388, 0.2378]
}